# 1
Entry from the OMol25 dataset: a structure of composition C4H3N (wB97M-V/def2-TZVPD).

Orbital gap, eV: 7.87
HOMO level, eV: -7.948
ΔE to the lowest compared entry with this formula, charge and spin, kJ/mol: 528.1
LUMO, eV: -0.08
M, g/mol: 65.08
Energy, eV: -5679.03419

```
! wB97M-V def2-TZVPD RIJCOSX def2/J DEFGRID3
* xyz 0 1
C -0.188 0.548 0.537
C -0.651 0.280 -0.869
N -0.080 1.536 -0.401
C 0.290 -0.765 -0.600
C 1.097 -0.842 0.371
H -0.834 0.301 1.371
H -1.673 0.092 -1.181
H 2.038 -1.151 0.772
*
```

---

# 2
Entry from the OMol25 dataset: the molecule C4H3N (wB97M-V/def2-TZVPD).

Orbital gap (alpha / beta), eV: 7.77 / 7.80
HOMO level (alpha / beta), eV: -8.765 / -8.584
ΔE to the lowest compared entry with this formula, charge and spin, kJ/mol: 357.0
LUMO (alpha / beta), eV: -0.99 / -0.78
M, g/mol: 65.07
Energy, eV: -5680.80725

```
! wB97M-V def2-TZVPD RIJCOSX def2/J DEFGRID3
* xyz 0 1
C 0.284 -1.083 -1.552
C 0.013 -0.214 -0.689
C -0.078 0.782 0.301
C 0.570 0.658 1.553
N 1.084 0.560 2.590
H -0.028 -2.025 -1.962
H -1.100 -0.300 -0.395
H -0.746 1.621 0.155
*
```

---

# 3
Entry from the OMol25 dataset: the molecule C4H3N (wB97M-V/def2-TZVPD).

Orbital gap, eV: 9.56
SMILES: N#CC1C=C1
HOMO level, eV: -9.272
ΔE to the lowest compared entry with this formula, charge and spin, kJ/mol: 227.9
LUMO, eV: 0.29
M, g/mol: 65.07
Energy, eV: -5682.14534

```
! wB97M-V def2-TZVPD RIJCOSX def2/J DEFGRID3
* xyz 0 1
N 1.751 -1.801 -0.176
C 0.872 -1.076 -0.305
C -0.161 -0.245 -0.607
C -0.038 1.146 0.007
C -0.609 0.499 0.961
H -1.019 -0.395 -1.216
H -0.129 2.058 -0.431
H -0.667 -0.186 1.767
*
```